(1)
DFT (ωB97M-V/def2-TZVPD) results for one molecule with the formula C5H8N2O.

Geometry as XYZ:
```
16
Properties=species:S:1:pos:R:3:forces:R:3
C 1.50648 -1.19403 1.23188 0.5 1.2 -0.5
C 0.38358 -1.08964 0.17895 -0.4 -1.4 0.1
C -1.23448 0.41225 -1.05052 0.0 1.5 0.1
C -1.77453 -0.41115 -1.91392 -1.3 -0.7 -0.9
C 0.30646 1.28413 0.53031 0.2 1.5 1.1
H 1.10833 -0.99699 2.23625 0.0 -0.1 -0.2
H 1.90321 -2.20579 1.17380 -0.2 0.1 0.0
H 2.35003 -0.46054 1.06898 -0.9 -0.8 0.1
H -1.53271 1.47188 -1.02520 0.4 -0.7 0.0
H -2.56022 -0.13755 -2.67121 1.0 0.1 1.2
H -1.54738 -1.44522 -1.84481 0.3 -0.7 -0.3
H 1.00898 1.10325 1.35167 -0.2 -0.2 -0.5
H 0.39380 3.16742 0.88830 -0.6 -1.0 -0.8
N -0.19256 0.15840 -0.09964 0.0 -0.3 -0.3
N -0.08358 2.47050 0.26574 0.7 0.2 0.6
O -0.03541 -2.12692 -0.32059 0.4 1.4 0.3
```
Positions in Å, forces in eV/Å.

Values from the calculation:
- energy relative to the best compared isomer or geometry (same formula, charge and spin) (kcal per mole) = 27.7
- total charge = 0
- HOMO (eV) = -9.1553
- electronic energy (eV) = -10341.525
- structure (SMILES) = [H]/N=C/N(C=C)C(C)=O
- LUMO energy (eV) = 0.70

(2)
DFT (ωB97M-V/def2-TZVPD) results for C20H52O20PbS6 as an isolated structure.

Geometry as XYZ:
```
99
Properties=species:S:1:pos:R:3:forces:R:3
Pb 1.70089 -5.69142 0.17039 -2.0 1.2 -1.0
O -0.91674 -3.03764 0.30105 -0.5 -0.3 -2.0
C -1.94138 -2.96924 -0.71016 1.3 -0.6 2.8
C -1.82284 -3.67969 -2.06645 1.5 -2.3 -1.1
O -1.02029 -4.85316 -2.27809 -0.2 1.6 1.5
H -2.23675 -1.93070 -0.85945 0.4 0.6 -0.5
H -2.84407 -3.33086 -0.21773 -0.5 -0.7 0.0
H -1.50254 -2.97016 -2.82939 0.6 0.6 -0.1
H -2.80848 -3.93714 -2.45418 -0.7 0.0 0.4
O 6.26071 -5.00050 -4.75402 -3.2 -0.7 -0.1
S 4.81530 -5.29997 -4.75734 0.9 1.4 -0.3
O 4.06112 -5.38899 -3.50441 1.0 0.2 -1.7
O 4.13024 -4.18181 -5.78427 1.4 -0.9 1.7
C 2.72990 -3.96402 -5.70286 -1.0 0.4 0.2
C 2.35163 -3.19099 -6.92269 -0.2 0.2 -1.6
C 4.44097 -6.75339 -5.73311 1.0 -0.3 0.8
H 2.38715 -3.44114 -4.80999 0.6 -0.2 0.3
H 2.18534 -4.90503 -5.78071 0.1 -0.2 0.4
H 2.26654 -3.95303 -7.69738 -0.3 0.3 -0.4
H 3.05581 -2.46491 -7.32896 0.5 -0.1 0.6
H 1.42865 -2.61529 -6.85363 -0.2 -0.5 0.3
H 3.42105 -7.03039 -5.46637 0.1 0.0 -0.5
H 5.14255 -7.51012 -5.38206 -0.2 -0.2 0.4
H 4.72204 -6.64080 -6.78022 -0.6 0.5 0.1
O 5.67812 0.23637 -0.49466 -2.7 -1.1 0.7
S 4.40151 -0.11907 0.16665 2.2 -0.2 0.3
O 4.04512 -1.50932 0.48400 0.8 2.8 -0.3
O 4.47582 0.74677 1.56956 -0.4 -1.1 -0.2
C 4.75322 2.15721 1.47195 -0.6 1.4 1.2
C 4.45364 2.89441 2.86164 0.1 -1.6 -0.7
C 3.03707 0.64338 -0.69692 0.7 0.8 -0.3
H 4.04682 2.51616 0.72345 0.4 0.5 0.0
H 5.78725 2.38853 1.21624 -0.1 -0.5 -0.4
H 5.24793 2.74132 3.59224 0.2 -0.2 -0.2
H 3.57578 2.40922 3.28833 -0.2 0.3 0.0
H 4.31153 3.97379 2.80830 -0.1 -0.1 -0.6
H 3.37025 1.65097 -0.94564 0.1 0.1 0.2
H 2.14392 0.72396 -0.07734 0.1 -0.6 -0.2
H 2.95371 0.18940 -1.68437 -0.4 -0.5 0.4
O 1.25024 2.32967 -5.42570 -0.9 1.2 -0.3
S 0.33554 3.15357 -6.18952 -2.2 -1.1 -0.4
O 0.35907 3.06574 -7.63640 0.1 0.6 1.7
O -1.26557 2.73076 -5.82455 1.5 0.6 -0.4
C -1.60448 2.49750 -4.44778 0.7 -1.1 0.5
C -2.97237 1.85516 -4.32195 0.2 0.5 -0.4
C 0.23974 4.90047 -5.62969 0.5 -1.0 -0.3
H -1.58798 3.39524 -3.82982 0.1 0.4 -0.3
H -0.84727 1.81712 -4.05812 0.1 0.0 0.2
H -3.67730 2.58379 -4.72228 -0.4 -0.3 0.0
H -3.19058 1.68531 -3.26760 0.0 0.1 0.0
H -3.03427 0.90414 -4.85093 0.0 0.1 -0.1
H -0.09948 5.44701 -6.50966 0.3 0.1 0.1
H 1.24620 5.14021 -5.28671 -0.1 0.3 -0.2
H -0.47507 5.01784 -4.81522 0.1 -0.3 -0.1
O 1.39161 -12.60091 -1.68945 0.0 1.7 -0.4
S 1.21551 -11.29999 -2.32528 -1.0 -2.8 -1.5
O 1.50668 -10.07960 -1.66737 1.0 0.4 -0.1
O 2.03082 -11.41063 -3.79936 -0.8 0.7 2.1
C 1.87529 -12.65085 -4.53467 0.8 -0.4 -0.1
C 3.23404 -13.39245 -4.66549 -0.3 1.2 0.1
C -0.52638 -11.21356 -2.86833 1.7 -0.1 -0.2
H 1.45644 -12.32054 -5.48524 0.1 -0.3 -0.1
H 1.20446 -13.33731 -4.01809 -0.2 0.2 -0.1
H 4.03279 -12.67047 -4.83528 0.0 0.2 0.1
H 3.28503 -14.04845 -5.53449 -0.4 -0.3 0.3
H 3.43782 -13.87842 -3.71134 0.1 -0.3 -0.3
H -0.56604 -11.97296 -3.64925 -0.5 0.0 0.2
H -0.66626 -10.22024 -3.29480 -0.2 -0.1 0.2
H -1.11084 -11.44864 -1.97881 -0.1 0.1 -0.3
O -4.47803 3.52268 0.82941 -0.4 -2.2 3.2
S -4.44195 2.85121 2.16597 -0.4 1.8 -3.2
O -4.66564 3.67517 3.32004 -0.1 -0.6 -0.1
O -5.45369 1.55521 2.14989 0.9 1.4 -0.7
C -5.83223 1.01265 3.39128 -2.0 -1.0 2.2
C -5.56001 -0.49650 3.51004 1.2 0.2 -1.0
C -2.90110 2.02481 2.27704 -0.3 0.1 0.4
H -6.90850 1.09285 3.54397 -0.3 0.3 -0.8
H -5.52107 1.62428 4.23815 0.9 -0.1 -0.1
H -5.76229 -0.94610 2.53790 0.1 0.1 -0.2
H -6.14049 -1.11742 4.19239 -0.2 0.8 0.4
H -4.49990 -0.65126 3.71079 0.0 -0.3 0.0
H -2.84570 1.67270 3.30710 0.2 -0.3 -0.1
H -2.12937 2.77538 2.10616 0.0 -0.2 -0.2
H -2.95822 1.22768 1.53581 0.4 0.1 0.1
O -2.83282 -9.41841 4.25626 0.3 0.2 -0.1
S -3.04599 -8.60832 3.09308 0.2 1.2 -1.5
O -1.90699 -8.10525 2.27367 -3.2 -1.3 2.0
O -4.01166 -9.51136 2.08131 1.3 1.7 0.2
C -5.00060 -10.39229 2.59627 -0.7 -0.9 0.6
C -4.68209 -11.83649 2.27045 1.0 0.3 0.2
C -4.22297 -7.20944 3.68392 1.2 -0.5 -1.5
H -5.97801 -10.18251 2.16178 0.1 0.7 -0.1
H -5.08516 -10.31991 3.68058 0.1 0.3 0.0
H -3.74918 -12.07675 2.78040 0.0 -0.3 0.1
H -4.47868 -11.97502 1.20860 -0.4 -0.1 0.0
H -5.47044 -12.48656 2.64992 0.0 0.0 -0.2
H -4.39413 -6.47138 2.90029 -0.1 -0.6 -0.6
H -3.71746 -6.57712 4.41381 0.0 -0.9 0.6
H -5.14516 -7.72111 3.95938 0.3 0.2 0.3
```
Positions in Å, forces in eV/Å.

Values from the calculation:
- energy relative to the best compared isomer or geometry (same formula, charge and spin) (kcal per mole) = 287.4
- total charge = 0
- HOMO (eV) = -6.2977
- electronic energy (eV) = -132776.998
- LUMO energy (eV) = -2.90